10 unconnected molecules or ions with the total composition C34H51N9O6 in a non-equilibrium geometry. Source: OMol25; level of theory: the ωB97M-V functional and the def2-TZVPD basis.

Its LUMO energy (spin up / spin down) is 0.211 / 0.211 hartree. Its expectation value of S² is 0.75. The energy is -2270.2667 hartree. The value obtained for the HOMO energy (spin up / spin down) is 4.40 / -0.42 eV. The largest force on an atom comes out at 7.21 eV/A.

ORCA input file:
```
! wB97M-V def2-TZVPD RIJCOSX def2/J DEFGRID3
* xyz -3 2
C -0.4697 -0.0535 -0.1662
O 0.2816 0.8038 0.2435
O -1.5964 -0.1585 0.2561
O -0.0640 -0.9262 -0.9751
C -2.3333 1.7892 -3.0766
C -2.3848 1.2125 -4.4669
O -2.5089 -0.0137 -4.5394
N -2.1771 2.0955 -5.4244
C -1.9192 1.8397 -6.8099
H -1.7288 1.2891 -2.3200
H -3.3965 1.8201 -2.8380
H -1.9437 2.8060 -3.0268
H -2.4981 3.0216 -5.1809
H -1.6306 2.8118 -7.2096
H -2.7905 1.4555 -7.3403
H -1.1527 1.0660 -6.8556
C -4.5033 1.7138 0.3439
C -4.1332 1.8025 1.8066
O -5.0560 2.2926 2.4893
N -2.8854 1.5440 2.2155
C -2.2869 1.4589 3.5517
H -4.2340 0.7002 0.0469
H -4.0743 2.4924 -0.2867
H -5.5801 1.8779 0.3030
H -2.3504 1.1056 1.4795
H -2.7069 0.7193 4.2334
H -2.5595 2.3939 4.0412
H -1.2136 1.2702 3.5311
C -0.9618 -6.2647 0.5051
C -0.7486 -4.7942 0.1498
O -1.4662 -4.4182 -0.7108
N -0.0167 -3.8957 0.7729
C 0.9772 -4.1771 1.8636
H -0.7255 -6.9613 -0.2993
H -1.9802 -6.5043 0.8112
H -0.2808 -6.5978 1.2883
H 0.0822 -2.9439 0.4499
H 1.6969 -3.3601 1.8114
H 1.5461 -5.1062 1.8986
H 0.4453 -4.0808 2.8101
N 2.3217 -2.5278 -1.0587
C 3.4945 -2.9668 -0.4787
C 4.1075 -3.9023 -1.2783
C 3.4005 -3.9130 -2.4956
C 2.2615 -3.0938 -2.2929
H 1.6382 -1.8821 -0.6900
H 3.6001 -2.6770 0.5563
H 5.0384 -4.4424 -1.1884
H 3.6239 -4.4571 -3.4014
H 1.3823 -2.8897 -2.8859
N 1.7237 -0.7701 2.6428
C 3.0750 -0.8944 2.9813
C 3.1105 -1.5592 4.2671
C 1.8119 -1.9166 4.6779
C 0.9711 -1.3259 3.6903
H 1.2585 -0.3262 1.8639
H 3.8048 -0.5141 2.2820
H 4.0120 -1.8233 4.8000
H 1.5996 -2.4441 5.5961
H -0.1047 -1.2630 3.6196
N 2.3047 2.3950 1.0326
C 3.5329 2.1065 0.5095
C 4.4299 3.0206 1.0047
C 3.8243 3.8555 1.8952
C 2.4866 3.5090 1.8199
H 1.4637 1.8563 0.8821
H 3.5479 1.2998 -0.2084
H 5.4813 3.0584 0.7610
H 4.1901 4.6890 2.4765
H 1.6593 4.0477 2.2576
N 2.4333 0.8657 -2.6239
C 2.2650 1.9822 -3.3523
C 3.4118 2.1662 -4.1193
C 4.2174 1.1132 -3.8556
C 3.6151 0.2597 -2.9892
H 1.7427 0.3747 -2.0742
H 1.3978 2.5906 -3.1418
H 3.5633 3.0297 -4.7501
H 5.2074 0.9224 -4.2425
H 3.9571 -0.6732 -2.5659
N -0.8673 3.6061 -0.0330
C -1.8520 4.3217 0.4371
C -1.5872 5.6772 0.0327
C -0.5544 5.6005 -0.7548
C -0.0122 4.3524 -0.7842
H -0.8465 2.6023 0.0764
H -2.6807 3.9669 1.0320
H -2.2479 6.5303 0.0774
H -0.1735 6.4198 -1.3466
H 0.7979 3.8225 -1.2631
N -2.9254 -1.6438 2.2199
C -4.2967 -1.6011 2.4307
C -4.6598 -2.8134 2.9625
C -3.5444 -3.5247 3.2982
C -2.4523 -2.8040 2.8020
H -2.3525 -1.0733 1.6146
H -4.8070 -0.7279 2.0520
H -5.6274 -3.2147 3.2253
H -3.4380 -4.4318 3.8748
H -1.4071 -3.0704 2.7467
*
```

A molecular structure, C34H52BN7ORhS2Si3. Source: OMol25; level of theory: the ωB97M-V functional and the def2-TZVPD basis.

Its LUMO energy is -0.100 hartree. The energy is -3585.5350 hartree. For the relative energy (zero: lowest compared OMol25 entry of this formula, charge and spin), the calculation gives 7.7 kcal per mole. The value obtained for the HOMO energy is -10.90 eV. The largest force on an atom comes out at 0.87 eV/A.

ORCA input file:
```
! wB97M-V def2-TZVPD RIJCOSX def2/J DEFGRID3
* xyz 1 1
Rh -0.3169 0.7043 0.5115
B 1.4570 0.4534 3.7079
N -0.0964 0.4138 3.6595
C -0.8033 0.4128 4.7956
C -2.0879 0.8372 4.5245
C -2.0766 1.0876 3.1586
N -0.8783 0.7984 2.6343
N 2.1341 0.3469 2.3003
C 3.4540 0.1251 2.2352
C 3.8533 0.1244 0.9135
C 2.6809 0.3582 0.2103
N 1.6527 0.4955 1.0475
H 1.8053 1.4957 4.2161
H 1.8191 -0.4984 4.3614
H -0.3235 0.1632 5.7272
H -2.9000 0.9749 5.2158
H -2.8606 1.4923 2.5455
H 4.0150 -0.0145 3.1446
H 4.8400 -0.0366 0.5167
H 2.5133 0.3700 -0.8449
C 3.1716 0.8855 -2.9258
Si 1.5441 1.8045 -2.5720
C 2.0966 3.3086 -1.6114
C 1.1270 2.4210 -4.3138
C 0.1087 0.8467 -1.7172
Si 0.1270 -0.8890 -2.5079
C -1.5371 -1.7560 -2.3402
C 0.4656 -0.9306 -4.3657
C 1.4510 -2.0425 -1.8284
Si -1.4085 1.7384 -2.3982
C -1.5038 3.6125 -2.3228
C -2.0495 1.3310 -4.1190
C -2.7658 1.1280 -1.2338
C -4.1172 1.0914 -1.5602
C -5.0230 0.4474 -0.7381
C -4.5376 -0.2006 0.3860
C -3.1910 -0.1098 0.6730
N -2.3286 0.5856 -0.0808
H 3.5386 1.2721 -3.8800
H 3.1069 -0.1950 -3.0264
H 3.9385 1.1060 -2.1801
H 3.0314 3.6893 -2.0329
H 2.2831 3.0189 -0.5835
H 1.3551 4.1104 -1.6331
H 1.9858 3.0360 -4.6020
H 0.2404 3.0317 -4.4502
H 1.0789 1.5942 -5.0231
H -2.3704 -1.2212 -2.7896
H -1.7614 -1.9194 -1.2894
H -1.4693 -2.7305 -2.8331
H -0.2852 -0.4076 -4.9603
H 0.4247 -1.9851 -4.6568
H 1.4470 -0.5600 -4.6548
H 1.4724 -2.1021 -0.7472
H 2.4538 -1.7854 -2.1717
H 1.2370 -3.0423 -2.2214
H -0.8385 4.1327 -3.0078
H -1.3225 3.9789 -1.3192
H -2.5292 3.8787 -2.6007
H -1.3054 1.5373 -4.8878
H -2.9050 1.9790 -4.3307
H -2.3731 0.3006 -4.2416
H -4.4418 1.5429 -2.4888
H -6.0763 0.4186 -0.9842
H -5.1800 -0.7743 1.0396
H -2.7878 -0.6207 1.5292
C 2.7632 5.1770 1.5218
N 1.7056 4.1849 1.5723
C 0.5269 4.3098 0.9829
N 0.1921 5.4869 0.4575
S -0.6299 3.0448 1.0835
H 3.6503 4.7612 1.9894
H 2.4840 6.0802 2.0684
H 3.0030 5.4269 0.4862
H 1.8803 3.2947 2.0144
H 0.7405 6.3176 0.6096
H -0.7214 5.5828 0.0491
O -0.4548 -1.4045 0.4962
S -0.2656 -2.1265 1.8436
C -1.6276 -3.2638 2.0226
C -1.6527 -3.9744 3.2188
C -2.6834 -4.8674 3.4491
C -3.6794 -5.0412 2.4937
C -3.6437 -4.3208 1.3108
C -2.6128 -3.4196 1.0677
C 1.0383 -3.3028 1.5974
C 0.9511 -4.2779 0.6089
C 2.0005 -5.1615 0.4544
C 3.1139 -5.0728 1.2882
C 3.1869 -4.0991 2.2707
C 2.1417 -3.1957 2.4286
H -0.8727 -3.8342 3.9584
H -2.7121 -5.4257 4.3749
H -4.4832 -5.7420 2.6754
H -4.4157 -4.4581 0.5651
H -2.5812 -2.8579 0.1463
H 0.0747 -4.3359 -0.0266
H 1.9553 -5.9242 -0.3113
H 3.9294 -5.7733 1.1650
H 4.0538 -4.0363 2.9143
H 2.1861 -2.4111 3.1756
*
```

A molecular structure, C34H53BaN4OP2 in a non-equilibrium geometry. Source: OMol25; level of theory: the ωB97M-V functional and the def2-TZVPD basis.

Its LUMO energy is -0.100 hartree. The energy is -2329.0919 hartree. The value obtained for the HOMO energy is -8.65 eV. The largest force on an atom comes out at 16.78 eV/A.

ORCA input file:
```
! wB97M-V def2-TZVPD RIJCOSX def2/J DEFGRID3
* xyz 1 1
C 2.3752 -1.4988 0.8268
C 2.2622 -0.4718 -1.2986
C 3.5697 -2.1082 0.4892
C 3.4427 -1.0758 -1.6876
C 4.1256 -1.8911 -0.7743
H 4.0584 -2.7742 1.2114
H 3.8334 -0.9170 -2.7012
H 5.0695 -2.3665 -1.0577
N 1.7957 -0.6659 -0.0471
P -0.2334 -1.6920 1.8920
P 0.5498 1.8111 -1.3964
C 1.6361 -1.7781 2.1264
H 1.9741 -2.7360 2.5574
H 1.8555 -0.9791 2.8620
C -2.0954 0.9332 0.7843
O -3.1010 1.3073 0.9968
C 1.3499 0.2806 -2.2386
H 1.8629 0.5286 -3.1757
C -0.7015 2.4647 -2.6659
C 1.9607 3.0270 -1.0918
C -0.7374 -3.3145 1.0515
C -0.9185 -1.5742 3.6406
C -2.1486 2.1180 -2.2297
H -2.4876 2.7771 -1.4152
H -2.8102 2.2783 -3.0997
H -2.2610 1.0788 -1.8905
C -0.6226 4.0019 -2.7111
H -0.9224 4.4512 -1.7512
H 0.3725 4.3751 -2.9856
H -1.3336 4.3581 -3.4782
C -0.4402 1.8723 -4.0634
H -0.8571 2.5586 -4.8226
H 0.6294 1.7474 -4.2796
H -0.9416 0.8999 -4.1934
C 1.3997 4.2729 -0.3613
H 0.4244 4.0577 0.0984
H 2.0992 4.5500 0.4433
H 1.2937 5.1416 -1.0255
C 3.0052 2.3786 -0.1506
H 2.5339 1.7972 0.6544
H 3.7034 1.7292 -0.6959
H 3.5921 3.1881 0.3152
C 2.6740 3.4163 -2.4000
H 2.2625 2.8855 -3.2658
H 2.6286 4.5016 -2.5988
H 3.7425 3.1479 -2.3162
C -2.4583 -1.4573 3.5671
H -2.8071 -0.8171 4.3948
H -2.7820 -0.9903 2.6211
H -2.9566 -2.4333 3.6676
C -0.3822 -0.2919 4.3133
H 0.7039 -0.1868 4.2260
H -0.8502 0.6177 3.8813
H -0.6422 -0.3262 5.3822
C -0.4865 -2.7687 4.5046
H -0.2030 -2.3969 5.5065
H -1.2894 -3.5104 4.6484
H 0.3894 -3.2791 4.0871
C -0.0623 -3.3817 -0.3409
H 0.4458 -4.3454 -0.5052
H -0.8371 -3.2709 -1.1135
H 0.6599 -2.5676 -0.4743
C -2.2685 -3.2481 0.8310
H -2.5513 -2.2451 0.4637
H -2.5487 -3.9921 0.0655
H -2.8337 -3.4736 1.7455
C -0.3474 -4.5754 1.8333
H 0.7395 -4.6436 1.9958
H -0.8580 -4.6528 2.8021
H -0.6452 -5.4594 1.2356
Ba -0.0435 0.2240 0.3476
N -0.6961 -0.7990 -1.4045
C 0.1055 -0.6831 -2.3874
C -0.0653 -1.4660 -3.6376
C -1.3675 -1.8644 -3.9919
C 1.0073 -1.8330 -4.4756
C -1.5971 -2.6064 -5.1585
H -2.1889 -1.5770 -3.3272
C 0.7775 -2.5794 -5.6397
H 2.0304 -1.5457 -4.2208
C -0.5224 -2.9671 -5.9872
H -2.6159 -2.9024 -5.4204
H 1.6232 -2.8590 -6.2776
H -0.6995 -3.5473 -6.8980
C -3.2046 3.0085 4.2527
N -1.7500 2.8063 4.0477
C -0.8093 3.4136 5.0148
C -1.2788 2.0550 2.9703
N -0.9044 1.4856 2.1320
H -3.4327 3.6183 5.1462
H -3.6811 2.0193 4.3680
H -3.6144 3.5144 3.3636
H -0.2108 2.6089 5.4767
H -0.1420 4.1015 4.4687
H -1.3190 3.9777 5.8181
*
```